1:
A cluster of 3 separate species, C2H5N2O3 in total, computed with the ωB97M-V functional and the def2-TZVPD basis.

Element x y z (Å)
O 0.065 4.151 -0.780
O -2.773 1.646 0.462
O 0.608 2.024 -1.601
N 1.244 -0.526 0.042
N -1.826 0.834 0.234
C -0.961 1.976 -1.579
C -0.117 3.050 -1.236
H 2.009 -0.204 0.682
H 0.389 -0.063 0.466
H -1.478 2.017 -2.600
H 1.337 -0.264 -0.852
H -2.043 0.195 -0.546

## Properties
**Total charge**: -1
**Orbital gap (spin up / spin down)**: 7.5567 / 7.5589 eV

***

2:
A cluster of 2 separate species, C2H5N2O3 in total, computed with the ωB97M-V functional and the def2-TZVPD basis.

Element x y z (Å)
O -2.550 -0.085 -2.631
O -1.449 0.040 -0.675
O 2.663 -0.062 1.487
N 0.710 0.988 1.984
N 0.718 -0.752 0.490
C -1.550 -0.158 -1.925
C 1.451 0.033 1.310
H 1.297 -1.430 0.049
H -0.268 0.820 2.059
H -0.180 -0.417 0.040
H -0.596 -0.514 -2.385
H 1.210 1.553 2.630

## Properties
**Total charge**: -1
**Orbital gap**: 8.7983 eV

***

Among the structures above, stability is smallest for 1.